This record from the Open Molecules 2025 dataset describes a 12-piece molecular cluster, C34H98N6O12 overall at a distorted geometry. The level of theory is wB97M-V/def2-TZVPD.

The geometry in XYZ format:
```
150
Properties=species:S:1:pos:R:3
C -7.3886 -2.3498 -5.0791
H 3.7299 0.1528 9.5359
H 3.4424 4.5921 -6.9666
C -4.3951 3.7939 -8.4435
H -7.3200 -4.0638 5.5425
H 2.3887 1.8464 6.6076
C -6.3805 2.3119 3.4660
H 10.3989 6.8176 1.7131
H 8.6705 6.2000 3.3808
C -5.5534 2.7738 -8.5802
C 6.3414 -2.0508 -3.1448
C 5.2767 -1.4629 -2.1336
H 4.9940 -1.3333 -0.0300
H 1.5764 -3.2032 -7.7665
H 1.5398 6.3598 1.0725
H -3.3975 3.1106 -10.0240
H 0.5461 5.2767 0.0394
C 0.8289 -5.9751 0.5887
H 2.0949 0.3914 9.9359
C -0.0049 -0.0773 -0.0937
C -3.3314 -3.4506 5.8628
H -3.0827 -2.4348 5.5557
N 7.3002 4.3037 4.8731
O 0.5823 -7.2051 1.2945
H -5.0800 -1.0543 -5.3497
C -7.0390 -3.0887 5.1446
C -2.8596 3.1791 -4.9717
H -6.2081 -3.9553 3.3143
O -4.7159 -3.7366 5.5843
C -1.0629 -0.0356 1.0385
H -7.8829 -3.3773 3.1688
H -5.0720 1.8039 -8.7050
O -8.3397 -3.1156 -4.3225
O 5.8230 -3.1506 -0.3750
H 5.8724 3.6847 2.4919
H -2.5909 -4.0561 5.3402
H -0.5167 0.0584 1.9771
C 2.3305 0.1833 7.8413
H 2.7317 -2.6892 -6.6767
N 5.1196 -0.0366 -2.3573
C -0.2583 -5.7830 -0.4458
H 0.4287 3.8763 1.7022
H -5.8575 -3.8791 -5.1547
H -1.6978 0.8461 0.9519
H 1.3801 -7.4814 1.7514
H 1.2681 -0.0322 7.7275
H 7.3248 -1.6498 -2.8995
H 0.1566 7.0064 0.3429
H -1.2740 5.3498 1.4474
N -8.1140 -2.2141 5.5138
C 3.1031 -0.6503 6.8305
O -3.8039 3.4490 -6.0350
H 1.8189 -6.0252 0.1354
H -2.7927 2.5029 -7.6533
H -5.3030 -1.7669 5.5898
H 1.8843 -4.5111 -4.9705
H -7.4982 -1.3328 -4.7026
H -7.5744 1.2108 4.5041
H 5.9876 5.3849 2.8463
H 6.5118 -3.1224 -3.0410
H 2.5230 -5.2057 -6.5452
H -6.7382 1.8448 2.5484
C -0.3262 5.5636 1.9414
C 2.7299 -0.1831 9.2615
H -1.2160 -5.9353 0.0520
H 6.0888 -1.8826 -4.1917
H -6.5931 -2.2459 3.1380
C 7.7987 4.1379 3.5244
O 0.8865 -2.3224 -5.9447
C 2.7665 4.2260 -6.1937
H -5.9971 -3.2547 -2.7986
H 6.0208 -4.4647 1.1725
H 2.0458 2.1984 8.0884
H 3.6262 -1.6454 11.3090
C -5.9317 -2.8210 -4.9034
H 9.7858 5.0505 3.9946
N -5.0400 -1.9980 -5.7075
H -9.5442 -4.6984 -4.3604
H -2.5435 4.2256 -7.3878
O 9.5135 4.9068 1.9714
H 1.1804 -1.4230 -6.1068
H 6.6687 -1.1439 -0.4217
C -5.6965 -2.7435 5.8719
H 6.9854 5.2478 5.0452
H -0.3858 6.3222 2.7219
C 10.6357 5.7538 1.7003
H -0.2792 -6.5125 -1.2554
H -4.0801 -2.2029 -5.4693
H 6.4492 3.7609 4.9079
H 1.8394 4.7809 -6.3370
C 6.5845 4.4967 2.6391
H -2.4360 2.1904 -5.1486
H 5.2356 -2.8444 1.5780
C 5.7730 -1.7001 -0.6983
H 6.0242 0.4110 -2.3190
H -5.3934 1.9232 3.7164
H -5.8241 -1.5702 -3.1622
C -3.2864 3.4286 -7.3573
H 4.0566 -0.2535 6.4819
N 2.6233 1.5687 7.5499
H 11.3877 5.5297 2.4568
H -7.6024 -2.3193 -6.1475
H -0.1983 -4.7824 -0.8738
O 0.7326 1.0962 -0.1443
C -6.9082 -3.1750 3.6128
H -4.6996 4.8119 -8.2004
O 0.2124 4.4109 2.4696
C 1.7906 -4.5642 -6.0551
H 0.9010 -5.1075 1.2446
H -1.6146 -0.9755 1.0204
H -4.4373 -2.7517 -3.3117
H -8.8300 -4.2205 -5.9566
H 6.9475 -2.9269 1.2703
O 2.6196 -1.5656 9.5253
H -9.0101 -2.5235 5.1655
H -2.0558 3.9152 -4.9830
C 8.9679 5.1560 3.2818
H -8.2930 -2.3117 6.5030
H 8.1696 3.1529 3.2412
H -6.3441 3.3774 3.2389
H -0.4976 -0.2702 -1.0467
H 1.8380 -1.4539 11.4646
C 0.5288 6.0786 0.7774
C -8.6572 -4.3479 -4.8880
H 2.4562 2.8939 -7.5302
C 1.7407 -3.1430 -6.6907
H -3.3109 3.2141 -3.9802
O 2.5981 2.8777 -6.5808
C 2.6511 -1.9097 10.8997
N -3.8606 3.9651 -9.7495
H -5.8129 -2.6798 6.9538
O -7.2169 2.0999 4.5615
H 0.9103 -5.1074 -6.3989
H 4.3039 -1.9451 -2.2300
H 4.9231 0.0018 -3.3473
H -4.6257 4.0459 -10.4039
H 0.6583 -0.9317 0.0413
H 2.5103 -0.6950 5.9169
H 10.9987 5.5783 0.6876
H -7.8755 -5.0682 -4.6467
H 3.3702 -1.6804 7.0666
H 3.1116 4.3077 -5.1630
C -5.4980 -2.5618 -3.4760
H 1.4667 0.9367 -0.7420
H -6.1674 2.9830 -9.4562
H 6.8802 4.6722 1.6048
C 5.9934 -3.3868 1.0128
H -6.1269 2.6978 -7.6564
H -3.1489 -3.5120 6.9357
H 2.5364 -2.9880 11.0100
```

Calculated values
Energy relative to the best compared isomer or geometry (same formula, charge and spin), kcal/mol: 130.99
SMILES string: COC[C@H](C)N.COC[C@H](C)N.COC[C@H](C)N.COC[C@H](C)N.COC[C@H](C)N.COC[C@H](C)N.CCO.CCO.CCO.CCO.CO.CO
HOMO-LUMO gap, eV: 9.086
Total charge: 0
Multiplicity: 1